Entry 1:
{"formula": "C4H16N9O7Tl", "method": "wB97M-V/def2-TZVPD", "symbols": ["Tl", "N", "O", "O", "O", "C", "O", "N", "N", "H", "H", "H", "H", "C", "O", "N", "N", "H", "H", "H", "H", "C", "O", "N", "N", "H", "H", "H", "H", "C", "O", "N", "N", "H", "H", "H", "H"], "positions_angstrom": [[-0.88182, -0.37490, 0.93781], [-4.68112, -0.48177, 1.42642], [-5.74092, -1.04539, 1.37444], [-3.62108, -1.08348, 1.33939], [-4.64576, 0.74398, 1.56639], [3.15804, -0.08689, 0.31005], [1.95571, -0.15831, 0.55708], [3.64906, -0.09311, -0.96734], [4.12330, -0.04290, 1.27235], [2.98957, -0.11144, -1.72128], [4.62804, -0.25707, -1.11234], [3.81061, -0.10777, 2.22321], [5.04177, 0.31773, 1.08931], [-3.54748, 2.47651, -0.32255], [-3.03795, 1.48260, 0.24425], [-4.18251, 3.46907, 0.32055], [-3.41260, 2.60879, -1.66258], [-4.57142, 4.22758, -0.21301], [-4.36941, 3.44533, 1.30758], [-3.01124, 1.83498, -2.16538], [-3.72697, 3.41519, -2.17471], [1.40865, -3.53436, 2.28038], [0.63151, -2.66611, 1.87472], [2.28195, -3.33297, 3.30458], [1.48151, -4.75123, 1.67371], [2.64175, -2.44002, 3.58329], [2.80134, -4.09536, 3.70691], [1.04556, -4.79379, 0.76980], [2.06265, -5.49856, 2.00650], [0.44252, 1.16636, -2.45444], [-0.30541, 0.88054, -1.51357], [0.21592, 0.74485, -3.72406], [1.44569, 2.06978, -2.31662], [-0.56800, 0.13538, -3.87289], [0.71253, 1.11040, -4.51585], [1.78282, 2.31092, -1.39900], [1.99319, 2.51544, -3.03309]], "gap_ev": 2.18, "largest_force_ev_per_a": 2.9, "e_above_lowest_kj_mol": 0.0, "charge": 2}

---

Entry 2:
{"formula": "C4H16NO2", "method": "wB97M-V/def2-TZVPD", "symbols": ["C", "C", "N", "C", "C", "H", "H", "H", "H", "H", "H", "H", "H", "H", "H", "H", "H", "H", "H", "O", "H", "H", "O"], "positions_angstrom": [[-0.73539, -1.49305, 1.83614], [0.17373, -0.29018, 1.45961], [0.62459, -0.50611, 0.00953], [-0.38608, -0.82213, -1.06212], [1.40703, -0.26030, 2.31614], [-0.11600, -2.38937, 1.81768], [-1.01222, -1.26474, 2.86406], [-1.62431, -1.59933, 1.22752], [-0.39087, 0.63879, 1.42057], [1.35804, -1.21531, 0.09226], [1.11666, 0.32321, -0.32916], [-0.76215, -1.83326, -0.91823], [0.16904, -0.69055, -1.97781], [-1.26326, -0.21694, -0.85054], [2.03452, -1.14591, 2.19800], [1.96839, 0.65707, 2.13773], [1.14726, -0.30284, 3.37448], [0.01892, 1.86282, -2.07399], [1.04640, 2.73316, -1.23512], [0.51176, 1.92377, -1.24475], [-2.52948, 1.92212, -3.83283], [-1.02160, 1.96466, -3.93015], [-1.73498, 2.00442, -3.29901]], "gap_ev": 12.42, "largest_force_ev_per_a": 2.1, "e_above_lowest_kj_mol": 67.3, "charge": 1}

---

Entry 3:
{"formula": "C4H16NO2S", "method": "wB97M-V/def2-TZVPD", "symbols": ["C", "C", "C", "S", "C", "N", "H", "H", "H", "H", "H", "H", "H", "H", "H", "H", "H", "H", "H", "H", "O", "H", "H", "O"], "positions_angstrom": [[1.63164, -1.07369, -0.16525], [0.64662, -1.36902, -1.29030], [-0.74944, -0.82096, -1.07273], [-1.41773, -1.52320, 0.48574], [-3.18930, -1.25086, 0.20492], [1.63055, 0.34862, 0.32022], [1.47774, -1.78243, 0.64584], [2.68018, -1.22949, -0.42456], [0.72772, -2.45050, -1.40599], [1.03545, -0.97683, -2.21815], [-1.45366, -1.07818, -1.85890], [-0.68590, 0.26148, -0.95663], [-3.45074, -0.79282, -0.74613], [-3.59665, -0.65971, 1.01921], [-3.74263, -2.18919, 0.22113], [2.65120, 0.59085, 0.49799], [1.14809, 1.00487, -0.30451], [1.06277, 0.45699, 1.17435], [-0.06544, 4.14293, 2.02930], [0.81556, 3.10299, 2.62792], [0.11546, 3.19590, 1.96755], [1.67236, 3.32556, -1.53789], [2.64088, 2.18144, -1.77305], [2.08311, 2.57681, -1.07943]], "gap_ev": [3.82, 9.26], "largest_force_ev_per_a": 1.5, "multiplicity": 2, "e_above_lowest_kj_mol": 9.4, "charge": 0}

---

Entry 4:
{"formula": "C4H16NO3", "method": "wB97M-V/def2-TZVPD", "symbols": ["C", "O", "C", "C", "C", "N", "H", "H", "H", "H", "H", "H", "H", "H", "H", "H", "H", "H", "H", "H", "O", "H", "H", "O"], "positions_angstrom": [[1.65232, -0.39086, -0.39964], [2.01740, -0.75687, -1.71638], [0.18154, 0.03742, -0.38913], [-0.62942, -0.23375, 0.85509], [-2.13413, 0.01002, 0.63918], [0.18083, 1.55353, -0.67687], [1.89563, -1.11442, 0.38008], [2.30021, 0.46693, -0.19619], [2.00162, -1.71541, -1.86737], [-0.27107, -0.38530, -1.28374], [-0.41799, -1.24789, 1.18761], [-0.24613, 0.43266, 1.63328], [-2.61092, -0.95008, 0.54923], [-2.66891, 0.47032, 1.47491], [-2.34888, 0.57559, -0.26897], [0.41126, 2.08356, 0.17338], [-0.76947, 1.85313, -0.91826], [0.93720, 1.73015, -1.33438], [1.94452, 1.85244, 2.55766], [1.14220, 3.15505, 2.35757], [1.36950, 2.31212, 1.93580], [-1.27436, -3.69585, -0.88725], [-1.45935, -3.13181, -2.35507], [-1.20359, -2.91070, -1.45053]], "gap_ev": 11.42, "largest_force_ev_per_a": 1.1, "e_above_lowest_kj_mol": 70.2, "charge": 1}

---

Entry 5:
{"formula": "C4H16O3", "method": "wB97M-V/def2-TZVPD", "symbols": ["C", "C", "C", "C", "H", "H", "H", "H", "H", "H", "H", "H", "H", "H", "H", "H", "O", "H", "H", "O", "H", "H", "O"], "positions_angstrom": [[-3.31505, -1.96425, -2.18332], [-0.68986, 0.73533, -1.16489], [-1.33776, -0.60900, -1.22012], [-2.64393, -0.53368, -2.13100], [-3.95014, -2.07709, -1.39709], [-2.64912, -2.64847, -1.91987], [-3.73412, -2.27745, -3.06039], [0.36402, 0.68423, -1.53269], [-0.62389, 1.15321, -0.14287], [-1.06499, 1.54147, -1.66737], [-1.59513, -1.07442, -0.30198], [-0.62925, -1.29653, -1.75588], [-3.35900, 0.13335, -1.63840], [-2.49709, -0.31296, -3.17713], [-1.44251, 6.38628, 3.18972], [-0.79574, 6.31244, 1.74574], [-0.65312, 6.58872, 2.64108], [1.25751, -4.87973, 4.86467], [2.24310, -3.53926, 4.92423], [1.31982, -3.94291, 5.04927], [6.08875, -0.60079, -2.80338], [6.46557, -1.15481, -1.34209], [6.06351, -0.41079, -1.91400]], "gap_ev": [10.27, 2.47], "largest_force_ev_per_a": 5.0, "multiplicity": 2, "e_above_lowest_kj_mol": 185.3, "charge": 1}

---

Entry 6:
{"formula": "C4H16O5", "method": "wB97M-V/def2-TZVPD", "symbols": ["C", "C", "C", "C", "O", "H", "H", "H", "H", "H", "H", "H", "H", "O", "H", "H", "O", "H", "H", "O", "H", "H", "O", "H", "H"], "positions_angstrom": [[1.46065, 2.09730, 0.05324], [1.22847, 1.27400, -1.09769], [0.26135, 0.29579, -1.13601], [0.39588, -0.80669, -2.10248], [-0.72204, 0.06633, -0.18309], [0.48629, 2.20537, 0.54752], [1.90869, 3.06888, -0.18461], [1.97619, 1.45516, 0.80633], [2.02789, 1.39337, -1.82271], [0.08110, -0.33297, -3.00115], [-0.30732, -1.64129, -1.87197], [1.29861, -1.32492, -2.15911], [-0.82941, 0.99149, 0.21271], [2.02273, -2.58546, 0.35172], [2.65180, -3.02585, 0.80841], [2.04201, -1.58864, 0.53391], [-2.34733, 2.41178, -0.32431], [-1.86511, 2.62739, -1.12696], [-3.09439, 1.85962, -0.65563], [-0.95234, -3.27103, 1.56257], [-0.86821, -3.23887, 0.60097], [-1.13626, -2.34854, 1.77801], [-2.24781, -0.02241, 2.75095], [-1.52618, -0.13684, 2.24806], [-1.94528, 0.57703, 3.41132]], "gap_ev": 8.86, "smiles": "C/C=C(/C)O.O.O.O.O", "largest_force_ev_per_a": 6.1, "e_above_lowest_kj_mol": 152.3, "charge": 0}

---

Entry 7:
{"formula": "C4H16Si3", "method": "wB97M-V/def2-TZVPD", "symbols": ["C", "C", "C", "C", "Si", "Si", "Si", "H", "H", "H", "H", "H", "H", "H", "H", "H", "H", "H", "H", "H", "H", "H", "H"], "positions_angstrom": [[0.00474, -1.78201, 2.90071], [-1.05593, 2.29414, -0.36128], [0.40681, 1.31825, -2.96271], [-1.14859, -2.35892, -1.34484], [1.16424, -0.37457, 2.39630], [0.60202, 1.70745, -1.07018], [1.29325, -0.15213, 0.06650], [-0.32068, -1.95874, 4.00376], [-0.96142, -1.44019, 2.42746], [0.46673, -2.75082, 2.44436], [-1.52381, 3.11544, -1.07514], [-1.77496, 1.52963, -0.07320], [-0.73683, 2.81171, 0.57945], [0.05131, 2.23868, -3.44437], [1.21270, 0.91525, -3.55742], [-0.52554, 0.63550, -2.99118], [-1.56888, -2.38081, -0.34775], [-1.33114, -1.47678, -2.04623], [-0.86697, -3.23762, -1.82684], [0.74960, 0.79819, 2.94951], [2.55097, -0.85513, 3.04498], [1.39600, 2.95147, -1.00638], [2.67314, -0.80420, -0.28843]], "gap_ev": [8.00, 7.53], "largest_force_ev_per_a": 3.9, "e_above_lowest_kj_mol": 370.1, "charge": 0}

---

Entry 8:
{"formula": "C4H17N2O2", "method": "wB97M-V/def2-TZVPD", "symbols": ["C", "C", "C", "C", "N", "N", "H", "H", "H", "H", "H", "H", "H", "H", "H", "H", "H", "H", "H", "H", "H", "O", "H", "H", "O"], "positions_angstrom": [[1.66372, -0.22160, 0.66322], [1.51633, -1.37909, -0.31714], [0.17380, -1.34231, -1.05419], [-2.22055, -1.14085, -0.56566], [-0.90986, -1.62399, -0.10033], [0.53074, -0.19794, 1.65732], [1.61234, 0.71891, 0.11897], [2.60494, -0.25515, 1.20364], [2.34369, -1.33494, -1.02426], [1.65078, -2.33437, 0.20017], [0.18652, -2.08162, -1.85725], [0.05007, -0.33778, -1.45942], [-2.20428, -0.05327, -0.63907], [-2.97902, -1.42792, 0.15678], [-2.46148, -1.51329, -1.56104], [-0.99389, -2.62583, 0.04800], [-0.28136, -0.73782, 1.14849], [0.78102, -0.64829, 2.53244], [0.24551, 0.78069, 1.85690], [-0.24563, 2.80822, 0.51663], [-0.63390, 3.19182, 1.99604], [-0.21519, 2.51582, 1.45404], [-0.81817, 3.02712, -1.89933], [0.64465, 3.37524, -1.72209], [-0.04077, 2.83825, -1.35288]], "gap_ev": 10.82, "largest_force_ev_per_a": 1.1, "e_above_lowest_kj_mol": 17.4, "charge": 1}

---

Entry 9:
{"formula": "C4H17N2O2", "method": "wB97M-V/def2-TZVPD", "symbols": ["C", "C", "C", "C", "N", "N", "H", "H", "H", "H", "H", "H", "H", "H", "H", "H", "H", "H", "H", "H", "H", "O", "H", "H", "O"], "positions_angstrom": [[0.04619, 1.25658, -1.23532], [-0.62567, 0.10711, -2.15167], [-1.74491, -0.52205, -1.31270], [-2.26280, -0.96011, 1.20150], [-1.24643, -0.98518, 0.02612], [0.73171, 0.59772, -0.10785], [-0.66612, 1.96014, -0.68896], [0.83291, 1.81556, -1.81580], [-1.03371, 0.43933, -3.13733], [0.24919, -0.53886, -2.49647], [-2.24809, -1.37524, -1.80576], [-2.51743, 0.21208, -0.95884], [-1.79378, -1.48879, 2.10950], [-3.28441, -1.43030, 0.89093], [-2.41871, 0.07480, 1.52454], [-0.98314, -2.01244, -0.06456], [-0.15632, -0.21037, 0.21307], [1.67714, 0.22592, -0.31919], [0.89736, 1.16324, 0.80136], [3.70496, -2.00022, 0.48772], [3.85449, -0.43586, 0.49174], [3.66285, -1.16776, -0.08096], [2.09925, 2.30564, 2.43700], [1.48085, 1.47109, 3.44654], [1.74462, 1.49797, 2.54538]], "gap_ev": [11.32, 4.78], "largest_force_ev_per_a": 5.2, "multiplicity": 2, "e_above_lowest_kj_mol": 196.2, "charge": 2}

---

Please write out number 5 again, unchanged.
{"formula": "C4H16O3", "method": "wB97M-V/def2-TZVPD", "symbols": ["C", "C", "C", "C", "H", "H", "H", "H", "H", "H", "H", "H", "H", "H", "H", "H", "O", "H", "H", "O", "H", "H", "O"], "positions_angstrom": [[-3.31505, -1.96425, -2.18332], [-0.68986, 0.73533, -1.16489], [-1.33776, -0.60900, -1.22012], [-2.64393, -0.53368, -2.13100], [-3.95014, -2.07709, -1.39709], [-2.64912, -2.64847, -1.91987], [-3.73412, -2.27745, -3.06039], [0.36402, 0.68423, -1.53269], [-0.62389, 1.15321, -0.14287], [-1.06499, 1.54147, -1.66737], [-1.59513, -1.07442, -0.30198], [-0.62925, -1.29653, -1.75588], [-3.35900, 0.13335, -1.63840], [-2.49709, -0.31296, -3.17713], [-1.44251, 6.38628, 3.18972], [-0.79574, 6.31244, 1.74574], [-0.65312, 6.58872, 2.64108], [1.25751, -4.87973, 4.86467], [2.24310, -3.53926, 4.92423], [1.31982, -3.94291, 5.04927], [6.08875, -0.60079, -2.80338], [6.46557, -1.15481, -1.34209], [6.06351, -0.41079, -1.91400]], "gap_ev": [10.27, 2.47], "largest_force_ev_per_a": 5.0, "multiplicity": 2, "e_above_lowest_kj_mol": 185.3, "charge": 1}